Entry 1:
An isolated molecule of C24H35N3O6S, computed with ωB97M-V with the def2-TZVPD basis set.

Calculated values
- Total charge: 0
- E_HOMO: -8.13 eV
- Calculated total energy: -1949.29730 Eh
- Lowest unoccupied orbital energy: -0.45 eV
- Energy above the lowest of the compared OMol25 structures with the same formula, charge and spin: 410.4 kJ/mol
- Kohn-Sham gap: 7.7 eV

Geometry as XYZ:
```
69
Properties=species:S:1:pos:R:3:forces:R:3:lowdin_charge:R:1
C -0.299009 1.615887 -0.882885 -0.1 0.0 -0.1 -0.1685
H -1.453565 -0.165811 -2.718039 0.1 0.0 0.0 0.0966
H 2.114439 -0.741906 2.839361 0.0 0.2 -0.1 0.1325
C 1.543070 -0.335220 1.998552 -0.4 0.3 0.8 -0.1176
C -2.754543 -3.072190 0.323906 0.1 0.0 0.1 -0.0641
S 1.125185 -2.961676 1.440774 0.1 0.2 -0.4 0.7412
H 0.332075 -1.671550 -1.408842 -0.1 0.1 0.0 0.1112
H 3.957351 -1.244969 -3.614637 0.0 0.0 0.0 0.1237
H 5.845397 0.071093 0.496350 0.0 -0.1 0.0 0.1000
C 3.470797 -1.065842 -0.257523 -0.3 -0.1 -0.2 -0.1961
C 1.393251 -1.481177 -1.412978 0.2 0.1 -0.4 0.0555
H -3.429471 5.383017 2.130651 -0.1 0.0 0.0 0.0708
H 0.138787 2.506690 -1.338194 0.1 0.0 -0.1 0.1200
H -1.917387 -0.678912 -1.096024 0.1 -0.1 0.0 0.0810
C 4.134723 -1.047591 -1.485383 0.1 0.1 0.3 0.0170
H 5.950137 -1.714699 0.559914 0.0 0.0 0.0 0.1035
N -0.048943 1.714635 0.542584 0.1 -0.1 0.1 -0.1702
H -1.621393 -2.236105 1.952775 -0.1 0.1 0.1 0.1044
C 3.446872 -1.248354 -2.664055 -0.4 -0.1 -0.2 0.0244
H -1.457166 -4.947433 -2.175719 0.0 -0.1 -0.1 0.1110
C 0.203218 0.209869 2.509025 0.2 0.5 -0.3 -0.3366
H -2.914935 6.108745 0.607862 -0.1 0.0 -0.1 0.0706
H -0.007810 -1.535771 3.370089 -0.2 0.2 0.1 0.0425
H -0.526893 5.751214 1.245442 0.1 0.0 0.1 0.1085
N 1.361671 -1.354113 0.977490 -0.1 -1.1 0.4 -0.1342
H -3.602068 -4.005549 -1.404206 -0.1 0.0 -0.1 0.1078
H -0.872702 -0.175102 0.710654 -0.1 0.0 0.0 0.0999
C 5.478485 -0.830423 0.996081 0.3 0.0 0.0 -0.0517
O 0.151988 -1.874308 -3.756846 -0.2 -0.1 0.0 0.0681
C -1.497195 -4.359775 -1.272126 0.0 0.0 0.0 -0.0557
O -0.533791 -0.723199 3.266179 -0.1 -0.3 0.1 -0.0439
C -1.319313 5.167114 1.719649 -0.2 -0.1 -0.2 -0.2744
H -2.433673 1.684705 -0.501187 -0.1 0.1 0.0 0.1022
H 0.673983 3.641664 0.570307 0.0 0.1 0.1 0.1228
H -2.536512 6.904346 2.136369 -0.1 0.1 0.0 0.0663
C -0.340027 -4.122070 -0.549363 0.2 -0.1 0.0 -0.0663
H -1.643456 1.006802 1.779238 -0.1 -0.1 -0.1 0.1298
H 5.201445 -0.898593 -1.523992 0.1 0.0 0.0 0.1096
C -1.421509 3.807657 1.033071 0.4 0.0 0.2 -0.2065
H -1.710216 3.953108 -0.009112 -0.1 0.0 -0.1 0.1087
H 0.269588 0.753802 -1.249714 -0.1 0.1 -0.1 0.0959
C 2.070005 -1.266590 -0.230793 0.5 0.2 -0.8 -0.1960
H -1.983617 2.191056 -2.124202 -0.1 0.1 0.0 0.1117
C -1.770407 1.464003 -1.337737 0.2 -0.2 0.0 -0.1854
H 0.439830 1.060932 3.167576 0.1 -0.1 -0.2 0.1403
C -2.631050 5.939183 1.644299 0.3 0.0 0.1 -0.1172
N 1.352608 -1.698038 -3.839189 -0.3 -0.1 -0.6 -0.3566
C -1.599424 -2.828865 1.051732 -0.2 0.0 0.1 -0.0541
O 0.943872 -2.977825 2.868190 -0.2 0.1 0.0 -0.2688
H -3.768706 0.690710 -3.095999 -0.1 0.1 -0.1 0.0717
C -0.084918 3.052713 1.097204 -0.2 0.1 -0.1 -0.1931
C 2.077328 -1.471897 -2.626267 0.7 0.2 1.1 -0.1416
H -2.199667 3.218964 1.523039 -0.1 0.0 -0.1 0.1098
C -0.403686 -3.354386 0.599116 0.5 0.0 0.2 -0.2669
C -3.555434 -0.032649 -2.312218 0.3 -0.1 0.1 -0.1037
C -2.701242 -3.828817 -0.836305 0.0 0.0 0.0 -0.0685
C -0.684751 0.690873 1.344201 0.2 0.0 0.4 -0.1391
H -4.224809 0.160845 -1.476190 -0.1 0.0 0.1 0.0722
C -2.100559 0.069606 -1.870713 -0.2 0.3 0.0 -0.2675
O 2.174637 -3.766821 0.887181 -0.2 0.0 -0.1 -0.2516
O 1.974690 -1.698294 -4.881987 0.1 0.0 -0.2 0.0814
O 4.070830 -0.917438 0.935138 -0.4 -0.1 0.0 -0.0668
H -3.762250 -1.027458 -2.698426 -0.1 -0.1 -0.1 0.0639
H -1.042322 5.023566 2.766591 0.1 0.0 0.0 0.1086
H -3.694654 -2.663372 0.661250 -0.1 0.0 0.0 0.1121
H 2.091900 0.496113 1.556704 0.0 -0.2 0.0 0.1352
H 5.719566 -0.778638 2.056224 0.0 0.0 -0.1 0.0998
H 0.615815 -4.515897 -0.856286 0.1 -0.1 -0.1 0.1162
H 0.225527 2.980412 2.142374 0.1 0.1 0.0 0.1142
```
Forces are in eV/Å.

***

Entry 2:
An isolated molecule of C24H35N5O3, computed with ωB97M-V with the def2-TZVPD basis set.

Calculated values
- Total charge: 0
- E_HOMO: -8.05 eV
- Calculated total energy: -1435.05417 Eh
- Lowest unoccupied orbital energy: 0.42 eV
- Energy above the lowest of the compared OMol25 structures with the same formula, charge and spin: 152.5 kJ/mol
- Kohn-Sham gap: 8.5 eV

Geometry as XYZ:
```
67
Properties=species:S:1:pos:R:3:forces:R:3:lowdin_charge:R:1
C -2.462937 0.954288 -0.222431 0.2 0.0 0.3 -0.0981
N -0.596620 0.848124 1.782510 0.2 0.1 0.1 0.1702
C 1.694390 2.159918 1.909525 0.2 -0.3 0.4 -0.1265
H -4.463408 1.335883 -0.771748 0.0 0.0 0.0 0.1421
H 0.680104 -1.665505 1.708175 0.0 0.0 0.0 0.1017
H -1.942961 -1.851258 2.765873 0.0 -0.1 0.0 0.1102
H -3.614021 -1.818423 1.280314 -0.1 0.1 0.1 0.1287
C 2.732026 -2.724621 -0.495924 0.2 0.0 -0.4 -0.3092
C -1.372909 1.832614 -0.254101 0.0 -0.8 0.7 -0.0813
H 5.179905 2.125492 -0.868300 0.0 -0.2 0.0 0.1292
H 4.850937 -3.046302 -0.214826 0.0 0.0 -0.1 0.1247
H 5.362731 1.245483 0.667824 0.0 0.0 0.0 0.1238
C -3.554717 0.945137 -1.241773 0.0 -0.2 0.0 -0.0555
C 4.198136 -2.329246 -0.719601 -0.3 -0.3 0.1 -0.1093
H 2.632600 -3.814669 -0.627489 0.0 0.1 0.0 0.1495
H -4.683883 -0.454784 0.870432 0.1 -0.1 0.0 0.1373
H 0.673566 3.344195 -1.036141 0.2 0.1 0.1 0.0853
H -5.342703 0.161695 -3.135426 0.0 0.1 -0.1 0.0888
C -1.368693 2.800132 -1.272258 -0.1 0.6 -0.6 -0.2138
C -3.826949 -0.494229 -1.733466 -0.1 0.2 -0.6 -0.5504
H 2.193637 -1.106236 -1.842969 0.0 0.0 0.0 0.0953
H -2.929558 -0.932536 4.860529 -0.1 0.0 0.1 0.0733
C -0.395383 1.703111 0.773849 -0.4 0.0 0.0 -0.2236
H -5.398855 -1.566379 -2.748931 0.0 -0.1 -0.1 0.0869
H 2.082080 1.310261 -1.204649 0.0 0.0 0.0 0.1245
C 2.513814 2.239662 -0.793491 -0.2 0.3 0.0 -0.1451
H 1.428698 -2.642573 -2.240814 0.0 0.0 -0.1 0.1164
C -1.753102 -0.814860 3.052413 -0.1 0.0 0.0 -0.1894
N -1.469225 3.567747 -2.124023 0.0 0.1 -0.1 0.1795
C -1.641487 0.041852 1.825332 -0.1 -0.1 -0.3 -0.2430
C -2.588008 0.023263 0.802981 0.0 0.1 -0.2 -0.0890
H 0.510086 -3.272053 0.947111 0.0 0.1 0.0 0.1256
C -5.232163 -0.572635 -2.342288 0.4 -0.1 0.3 -0.0147
H -3.318039 1.580090 -2.094716 -0.1 0.0 0.0 0.1199
O 2.363341 -2.377767 0.829367 0.3 0.0 0.0 -0.1137
N 4.475876 -1.011906 -0.200180 -0.1 -0.3 0.2 0.0820
H 2.400594 0.308841 1.067812 0.0 0.0 0.0 0.1122
H 4.417178 -2.320713 -1.788931 0.0 -0.1 0.1 0.1303
O -3.731528 -1.455166 -0.678306 0.0 -0.1 -0.2 -0.0809
H -5.984489 -0.384403 -1.579157 -0.1 0.0 0.1 0.0844
H -2.685612 0.711077 4.262971 0.0 0.1 0.0 0.0809
H -2.885953 -1.934825 -3.026566 0.0 -0.1 0.0 0.0901
H 1.805590 4.050369 0.130953 0.0 0.0 -0.1 0.1341
H 3.024629 2.761053 -1.604162 0.0 0.0 0.0 0.1344
C 1.732501 -1.997360 -1.419294 0.1 0.0 0.2 -0.0977
H 1.178845 1.659251 2.727035 0.2 0.2 -0.1 0.1107
C -2.776302 -0.882477 -2.778822 -0.2 0.0 0.4 -0.0032
C 0.558339 -1.641761 -0.495388 0.0 -0.1 0.2 -0.1354
C -3.722144 -0.943642 0.637583 -0.1 0.1 0.3 -0.1354
H 2.109883 3.112274 2.250613 0.0 0.0 0.0 0.1288
H 0.458418 -0.561756 -0.389224 0.0 0.0 0.0 0.0825
C 0.957373 -2.272573 0.846522 -0.4 0.0 0.0 -0.1889
C 4.545218 0.091075 -0.976619 0.2 0.3 0.4 -0.4856
C -2.874561 -0.317676 3.965499 0.1 -0.1 -0.1 -0.0783
H 3.562399 1.116135 2.157838 0.0 -0.1 0.0 0.1285
N 3.465276 1.980397 0.269225 0.1 -0.1 0.0 -0.1544
H -0.391081 -2.039479 -0.846944 -0.1 0.0 0.0 0.1045
H 4.394801 -0.918499 0.799805 0.0 0.2 -0.1 0.1312
C 1.381691 3.114168 -0.245518 0.2 0.0 -0.6 -0.1170
H -1.775490 -0.721027 -2.384778 0.1 0.0 0.0 0.0748
C 4.712428 1.400183 -0.196538 0.0 0.1 -0.2 -0.1005
H -2.900114 -0.288753 -3.680080 0.0 0.1 -0.1 0.0910
H -0.804705 -0.768335 3.588853 0.0 -0.1 -0.1 0.1096
O 4.481961 0.054716 -2.189463 -0.1 0.1 -0.4 0.0550
N 0.737519 2.444202 0.860033 0.1 0.1 0.1 -0.0490
C 2.825453 1.280297 1.367779 -0.2 0.3 0.2 -0.1571
H -3.834417 -0.358539 3.456594 -0.1 0.0 0.0 0.0679
```
Forces are in eV/Å.

***

Entry 3:
An isolated molecule of C24H35NO4, computed with ωB97M-V with the def2-TZVPD basis set.

Calculated values
- Total charge: 0
- E_HOMO: -8.97 eV
- Calculated total energy: -1291.25019 Eh
- Lowest unoccupied orbital energy: 0.66 eV
- Energy above the lowest of the compared OMol25 structures with the same formula, charge and spin: 10.5 kJ/mol
- Kohn-Sham gap: 9.6 eV

Geometry as XYZ:
```
64
Properties=species:S:1:pos:R:3:forces:R:3:lowdin_charge:R:1
C -1.242634 -0.527766 1.285319 -0.1 -0.1 -0.4 0.0533
C -1.658879 0.842286 1.706269 0.1 0.3 0.0 -0.2068
C -1.758326 0.491103 4.219877 0.0 0.4 0.1 -0.1660
H -2.998582 1.490031 -0.777027 -0.1 -0.1 0.0 0.1236
H -2.746704 0.791307 1.857135 0.1 0.0 0.0 0.1432
H -0.081591 -3.885406 -3.054164 0.1 0.0 0.1 0.1232
H 0.650899 -0.049956 3.034815 0.0 -0.1 -0.1 0.1272
C 4.518790 -2.550378 -3.268467 0.1 0.0 -0.1 -0.0944
C 0.484495 -3.525184 -2.189191 0.0 -0.2 0.1 -0.1207
H 0.453523 -4.283196 -1.399913 0.0 0.0 -0.2 0.1302
H -0.179789 -1.516976 -2.211291 0.0 0.0 0.1 0.1426
H -2.837882 0.658138 4.177019 0.0 -0.1 -0.1 0.1164
N -0.153013 -2.349753 -1.641833 -0.1 0.2 -0.3 0.0845
O 0.877563 1.416465 0.111755 -0.3 0.0 0.0 -0.0861
H -3.494296 2.396897 0.658361 0.0 -0.1 0.0 0.1220
C 4.072624 -2.355450 -1.971443 0.0 0.0 0.1 -0.0831
H -4.357901 2.305991 -2.308594 0.0 0.1 0.0 0.0773
C -1.401820 1.893744 0.596367 0.0 -0.3 -0.2 -0.1751
C 1.950432 1.017695 -0.728689 0.2 0.0 -0.2 -0.2266
H 5.531952 -2.290704 -3.537566 0.1 0.0 0.0 0.0999
H 2.058884 1.306852 4.553897 0.0 0.1 0.0 0.1082
H -1.870780 3.570375 -1.643786 0.1 0.1 0.0 0.1109
C 2.775959 -2.689900 -1.627802 0.0 0.0 0.0 -0.0447
H 0.663010 1.103585 6.609913 0.0 -0.1 0.0 0.1063
H -1.445256 2.021717 5.700578 0.0 0.1 0.0 0.1133
C 0.441311 1.014109 3.160073 0.0 0.5 0.1 -0.1561
H 1.543171 2.177629 -2.517540 0.0 0.0 -0.1 0.0696
H 4.007213 -3.237273 -5.229681 0.0 0.0 -0.1 0.1013
H 0.814882 2.557257 4.614255 0.0 0.1 0.0 0.1143
C 1.908347 -3.217469 -2.577878 0.0 0.0 -0.1 -0.2107
H 2.782103 0.860896 -0.037762 0.0 -0.1 -0.1 0.1275
H -2.320062 4.411574 -0.157163 0.1 0.1 0.0 0.1193
H -1.303957 -1.328961 2.003184 0.1 -0.2 0.0 0.1280
C -0.457921 -2.219521 -0.332491 -0.1 0.0 -0.1 -0.4411
H -4.750093 3.992780 -0.726896 0.1 0.1 0.0 0.1173
H 4.737640 -1.944478 -1.226137 0.1 0.0 0.1 0.1027
H -1.265963 2.310962 3.217852 0.0 0.0 0.0 0.1485
C -2.618906 3.624948 -0.852105 -0.4 -0.2 -0.1 -0.1756
C -2.711211 2.297658 -0.097628 0.3 0.3 0.0 -0.1515
H 1.694914 -3.817451 -4.620701 -0.1 0.0 -0.1 0.1079
O -0.416247 -3.134306 0.469231 0.0 -0.1 0.2 0.0668
H 3.235374 1.741302 -2.283767 0.1 0.0 -0.1 0.0757
C -1.221922 0.959829 5.569848 0.1 -0.3 0.0 -0.2025
H -1.580879 -0.580732 4.120064 0.0 -0.1 0.0 0.1171
H 0.504913 -0.320232 5.577260 0.0 -0.1 0.0 0.1144
H 2.507884 3.020616 -1.298502 0.1 0.1 0.0 0.0795
C -0.853995 -0.835799 0.050818 -0.1 0.3 0.6 -0.1533
H -0.436740 2.029360 -1.350445 0.0 -0.2 0.2 0.1525
H 0.937793 1.546182 2.349436 0.0 -0.1 0.0 0.1063
O -0.724611 0.110872 -0.949428 -0.1 -0.4 0.1 0.0034
H -1.718914 0.413084 6.374140 0.0 0.1 0.0 0.1078
C -1.067232 1.241022 3.077926 -0.1 -0.4 -0.1 -0.2842
O -4.304231 3.224919 -2.593046 -0.1 -0.4 -0.3 -0.0606
H 1.717171 0.062636 -1.215457 0.1 0.1 0.1 0.1053
C -0.398995 1.389568 -0.455184 0.1 0.9 -0.1 -0.3189
C 2.329548 2.060242 -1.775752 -0.2 -0.2 0.3 -0.0574
C 3.663067 -3.081249 -4.217782 0.1 0.0 -0.1 -0.0870
C 0.286151 0.747459 5.648631 0.0 0.3 0.1 -0.2098
H 2.427338 -2.547531 -0.614775 0.0 0.0 0.1 0.1178
C -3.955661 4.021305 -1.487727 0.3 0.3 0.3 -0.2796
H -0.948423 2.781469 1.045697 0.0 0.0 0.0 0.1524
H -3.891339 5.039257 -1.879147 0.0 0.0 0.1 0.1173
C 0.982212 1.482356 4.507699 0.0 -0.3 0.0 -0.1971
C 2.361749 -3.407807 -3.875129 -0.1 0.0 0.1 -0.0460
```
Forces are in eV/Å.